Entry 1:
The following is a DFT calculation (ωB97M-V with the def2-TZVPD basis set) of the molecule C5H7NOS.

Values from the calculation:
F_max = 2.3 eV/A
SMILES string = C/C=C/C1=NOCS1
Total energy = -19668.70304 eV
Spin multiplicity = 1
Gap between HOMO and LUMO = 9.085 eV
Relative energy (zero: lowest compared OMol25 entry of this formula, charge and spin) = 279.8 kJ/mol

Structure (XYZ):
```
15
Properties=species:S:1:pos:R:3:forces:R:3
C -0.731899 -0.554410 3.699640 0.89 0.47 -0.88
C -0.795423 -0.447119 2.183223 -1.08 -0.23 0.21
C 0.195251 -0.144839 1.341893 0.67 0.27 2.23
C 0.068734 -0.016994 -0.070112 -1.05 -0.25 -0.80
C 0.402318 0.077202 -2.488609 0.35 -0.65 0.64
H -1.281763 0.287895 4.130018 -0.08 -0.19 0.05
H -1.088468 -1.495625 4.155986 0.11 0.41 -0.56
H 0.325505 -0.401593 3.917378 -0.01 -0.16 0.61
H -1.790009 -0.550890 1.755371 0.07 -0.23 -0.10
H 1.161355 0.127926 1.757387 0.11 -0.30 0.01
H 0.417432 0.714564 -3.368981 0.00 0.12 0.15
H 0.778016 -0.925297 -2.716985 0.34 0.09 -0.12
N -1.007906 -0.417908 -0.646835 1.52 0.65 -1.30
O -0.896780 -0.043238 -2.025577 -1.96 -0.03 -0.13
S 1.304602 0.751952 -1.055871 0.12 0.04 -0.03
```
Positions in Å, forces in eV/Å.



Entry 2:
The following is a DFT calculation (ωB97M-V with the def2-TZVPD basis set) of a structure of composition C5H7NOS.

Values from the calculation:
F_max = 7.2 eV/A
Total energy = -19666.67772 eV
Spin multiplicity = 1
Gap between HOMO and LUMO = 9.117 eV
Relative energy (zero: lowest compared OMol25 entry of this formula, charge and spin) = 475.2 kJ/mol

Structure (XYZ):
```
15
Properties=species:S:1:pos:R:3:forces:R:3
C -0.947344 -0.336372 -1.104571 0.62 2.34 -2.16
C -1.306271 0.109219 0.817596 3.45 4.42 4.49
C 0.005038 0.147097 0.012590 -0.05 -0.21 -1.85
C 0.918375 -0.898379 0.369501 2.38 -2.92 4.59
C 0.907753 1.440224 -0.274265 -0.29 -5.16 2.86
H -1.079229 0.293661 -2.011417 0.06 0.52 0.72
H -0.724372 -1.241238 -1.624083 -0.14 -1.61 0.60
H -1.272828 1.237282 1.183204 -1.52 -1.62 -0.34
H -1.386234 -0.504728 1.765398 0.18 0.26 -1.25
H 0.671181 -1.862154 -0.000799 -0.70 -0.95 -0.19
H 1.272796 -1.097752 1.515932 -2.33 0.79 -1.96
H 0.335248 2.274112 -0.168256 -0.73 3.16 -0.22
N 2.134819 1.249732 -0.057984 1.07 -0.67 -1.60
O -2.029869 -0.206905 -0.235650 -3.98 -1.75 -2.26
S 2.500940 -0.603806 -0.187191 1.99 3.39 -1.43
```
Positions in Å, forces in eV/Å.



Entry 3:
The following is a DFT calculation (ωB97M-V with the def2-TZVPD basis set) of the molecule C5H7NOS2.

Values from the calculation:
F_max = 1.6 eV/A
Total energy = -30505.28011 eV
Spin multiplicity = 1
Gap between HOMO and LUMO = 9.869 eV
Relative energy (zero: lowest compared OMol25 entry of this formula, charge and spin) = 62.9 kJ/mol

Structure (XYZ):
```
16
Properties=species:S:1:pos:R:3:forces:R:3
C 1.231638 2.615562 0.267160 0.11 0.25 0.03
C -0.199457 -1.629227 -0.317225 -0.10 -0.06 -0.18
C -0.138584 -0.739819 -1.549117 0.36 0.24 0.13
C -0.694622 -0.885113 0.908447 0.65 0.20 0.03
C 0.461507 1.443417 0.002376 -0.16 -1.35 0.02
N 1.861500 3.543872 0.488316 0.32 0.43 0.10
O -0.139380 1.057571 2.589399 -0.42 0.57 1.12
S 1.152020 0.540926 -1.419061 -0.22 0.00 0.01
S 0.559561 0.328150 1.544046 -0.49 -0.32 -1.47
H -0.870901 -2.466565 -0.527532 0.01 -0.03 0.07
H 0.793422 -2.038276 -0.117675 -0.04 -0.09 -0.07
H 0.139481 -1.315551 -2.430703 -0.04 0.03 -0.04
H -1.094152 -0.246925 -1.736309 -0.03 -0.07 -0.06
H -1.621591 -0.341941 0.724210 0.01 0.15 0.07
H -0.854372 -1.566476 1.743720 0.05 0.08 0.09
H -0.586068 1.700392 -0.170053 0.00 -0.04 0.14
```
Positions in Å, forces in eV/Å.



Entry 4:
The following is a DFT calculation (ωB97M-V with the def2-TZVPD basis set) of the molecule C5H7NS.

Values from the calculation:
F_max = 6.7 eV/A
SMILES string = C=CC(=C)NC=S
Total energy = -17618.40191 eV
Spin multiplicity = 1
Gap between HOMO and LUMO = 7.775 eV
Relative energy (zero: lowest compared OMol25 entry of this formula, charge and spin) = 505.9 kJ/mol

Structure (XYZ):
```
14
Properties=species:S:1:pos:R:3:forces:R:3
C -2.508060 -0.783750 -0.219336 2.20 0.69 -2.24
C -1.055503 -0.722960 -0.139393 -6.53 -0.40 1.30
C -0.512644 -0.056436 1.048502 1.63 -0.74 -0.65
C -1.099131 0.359601 2.178924 -1.87 2.92 0.40
C 1.704525 0.308180 -0.127278 1.21 2.34 -4.36
H -2.741156 -1.083403 -1.460814 -0.29 0.62 4.26
H -3.392441 -0.300973 0.651370 3.12 -1.61 -3.28
H -0.449804 -1.215415 -0.903927 -0.40 0.50 0.60
H -2.323125 0.536318 2.322763 3.75 -1.12 -0.44
H -0.472318 1.113226 2.766538 -0.97 -1.51 -0.40
H 1.707137 0.050036 1.704538 -3.72 0.43 -1.35
H 2.700911 0.807783 0.216796 -1.24 -1.51 -1.02
N 0.931870 0.154576 0.883018 1.64 -0.97 6.23
S 1.204537 0.273911 -1.745430 1.47 0.35 0.96
```
Positions in Å, forces in eV/Å.



Question: The highest gap between HOMO and LUMO belongs to which entry?
Answer: C5H7NOS2